Entry 1:
# C32H86F3N8O14

A cluster of 13 separate species, C32H86F3N8O14 in total in a non-equilibrium geometry (ωB97M-V with the def2-TZVPD basis set, the OMol25 dataset).

The geometry in XYZ format:
```
143
Properties=species:S:1:pos:R:3
C -0.2124 -2.0386 0.7646
O 0.6125 -1.0836 0.0605
O 0.5673 -3.1654 0.8523
C -0.9325 -1.4352 2.0624
F -2.0120 -0.7441 1.7060
F -1.3802 -2.3252 2.9159
F -0.1898 -0.6191 2.8067
C 0.0695 0.1791 -0.3603
C 1.0848 1.0291 -1.2028
H 0.8703 2.0713 -1.4393
H 2.0838 1.0230 -0.7670
H 1.3085 0.4778 -2.1161
H 0.0073 0.9170 0.4394
H -0.8640 0.0869 -0.9154
H -1.0129 -2.1472 0.0329
C -0.0318 -6.9378 4.8308
O -0.0804 -7.9981 5.4925
N -0.7839 -6.7502 3.7886
N 0.5865 -5.8297 5.1471
H -0.6708 -5.8721 3.3026
H -1.3782 -7.5312 3.5503
H 0.6302 -5.0502 4.5064
H 1.1815 -5.8566 5.9628
C -0.6408 -8.4284 -0.5925
O -0.8509 -9.5984 -0.7703
N 0.5275 -7.8995 -0.4185
N -1.5132 -7.4858 -0.5274
H 0.5435 -6.9733 -0.0160
H 1.3454 -8.4917 -0.4007
H -2.4608 -7.8042 -0.3834
H -1.1965 -6.5642 -0.2619
C 5.2840 -3.4155 -0.8168
O 6.4732 -3.3250 -1.0811
N 4.4161 -2.5183 -1.3267
N 4.6497 -4.2865 -0.1545
H 4.6487 -1.7163 -1.8948
H 3.4633 -2.7161 -1.0563
H 3.7120 -4.0873 0.1637
H 5.1548 -5.0547 0.2637
C 6.4616 2.4027 -4.2150
O 5.8322 1.3118 -4.2838
N 7.4017 2.5876 -3.3490
N 6.1989 3.4568 -4.9453
H 7.8429 1.8771 -2.7827
H 7.7652 3.5229 -3.2339
H 5.3930 3.5023 -5.5524
H 6.6714 4.2958 -4.6405
C 1.4334 -6.0415 -6.7885
C 0.8533 -6.0280 -5.4101
C 0.8822 -4.7945 -4.5522
O -0.5040 -6.4528 -5.5968
H 2.3114 -5.3979 -6.8446
H 0.7576 -5.6110 -7.5274
H 1.7176 -7.0494 -7.0906
H 1.3108 -6.8804 -4.9078
H 1.8946 -4.6067 -4.1946
H 0.2644 -4.8969 -3.6600
H 0.6396 -3.8294 -4.9970
H -0.6534 -6.3881 -6.5429
C 1.6112 0.5979 -7.9512
C 1.9622 1.2613 -9.2553
C 2.1817 2.7817 -9.0751
O 3.1266 0.7343 -9.8247
H 1.5765 -0.4903 -8.0022
H 0.6025 0.9116 -7.6823
H 2.3227 0.8244 -7.1571
H 1.1519 1.0941 -9.9649
H 2.2909 3.2742 -10.0414
H 3.0400 3.0306 -8.4509
H 1.2482 3.1013 -8.6120
H 2.9734 -0.0313 -10.3832
C -2.0949 4.5618 3.6272
C -2.8822 4.3406 4.9828
C -3.3753 2.9489 5.1596
O -1.9961 4.4885 6.0273
H -1.2264 3.9043 3.6659
H -1.6961 5.5747 3.5711
H -2.6309 4.2601 2.7273
H -3.6487 5.1142 5.0298
H -4.2422 3.0892 5.8053
H -2.7139 2.2259 5.6371
H -3.7266 2.5421 4.2114
H -2.2900 4.0102 6.8060
C 2.0622 6.9438 1.2178
C 3.1384 5.8531 1.4249
C 3.9933 5.6806 0.1637
O 3.9360 6.0371 2.5620
H 1.6839 7.2944 2.1780
H 1.2972 6.6159 0.5140
H 2.4495 7.8426 0.7381
H 2.5493 4.9578 1.6238
H 4.4164 6.5721 -0.2993
H 3.5645 5.1108 -0.6606
H 4.7888 5.0943 0.6235
H 3.3607 5.8027 3.2939
C -6.1740 -2.9560 7.8531
C -4.7786 -3.5372 8.0683
C -3.9128 -2.7477 9.0748
O -4.8257 -4.7714 8.6471
H -6.8061 -3.6255 7.2699
H -6.0356 -1.9534 7.4483
H -6.5874 -2.7564 8.8417
H -4.3457 -3.7099 7.0830
H -2.9951 -3.3026 9.2699
H -4.3220 -2.6111 10.0758
H -3.6509 -1.7524 8.7157
H -5.2739 -4.6635 9.4892
C 2.9629 4.0360 8.2160
C 2.9876 4.0964 6.7286
C 2.9034 2.7343 6.0444
O 2.0521 5.1016 6.2740
H 3.7017 4.7131 8.6446
H 3.3223 3.0698 8.5701
H 2.0222 4.4449 8.5846
H 3.9549 4.5298 6.4747
H 1.9094 2.3466 6.2672
H 3.6751 1.9878 6.2325
H 3.0422 2.8599 4.9706
H 1.1678 4.7280 6.2744
C -3.0261 6.1196 -2.4096
C -4.4411 5.9663 -1.7946
C -4.8748 7.1489 -0.9884
O -5.3829 5.7258 -2.8569
H -2.8280 7.1139 -2.8100
H -2.9390 5.3178 -3.1427
H -2.2373 5.9203 -1.6842
H -4.5500 5.1113 -1.1273
H -4.2257 7.2800 -0.1225
H -5.9161 7.2321 -0.6773
H -4.7361 7.9570 -1.7066
H -5.5621 6.5501 -3.3152
C -3.5457 -1.2600 -5.3532
C -4.3353 -2.5124 -5.1258
C -3.9921 -3.2143 -3.7414
O -5.6554 -2.0752 -5.1688
H -3.7512 -0.4935 -4.6060
H -3.8101 -0.8242 -6.3167
H -2.4629 -1.3759 -5.3984
H -4.2767 -3.2414 -5.9340
H -3.6502 -2.4811 -3.0109
H -3.2877 -4.0448 -3.7868
H -4.9307 -3.6430 -3.3901
H -5.8656 -1.5082 -5.9144
```

Computed properties:
E   -83316.1303 eV
M   864.08 g/mol
E_HOMO   -4.7 eV
Net charge   -1

Entry 2:
# C32H88N8O8

A cluster of 8 separate species, C32H88N8O8 in total in a non-equilibrium geometry (ωB97M-V with the def2-TZVPD basis set, the OMol25 dataset).

The geometry in XYZ format:
```
136
Properties=species:S:1:pos:R:3
C -1.0386 1.9750 4.1984
C -1.8808 3.1786 3.7745
C -1.3467 4.5236 4.2693
O -1.1070 4.5700 5.6654
C -2.2691 4.6750 6.4534
N -1.9015 3.1926 2.3027
H -0.0134 2.0715 3.8431
H -1.4900 1.0731 3.7785
H -1.0700 1.8445 5.2811
H -2.8905 3.0440 4.1846
H -1.9841 5.3430 3.9122
H -0.3507 4.7063 3.8560
H -3.1095 4.0716 6.1017
H -2.6287 5.7133 6.4952
H -2.0063 4.4014 7.4750
H -2.6372 3.7990 1.9469
H -2.2128 2.2682 1.9968
C 1.3867 3.4949 0.9207
C 2.2411 4.2988 -0.0477
C 3.4488 4.9405 0.6347
O 2.9900 6.0086 1.4271
C 4.0187 6.6429 2.1719
N 2.5961 3.4159 -1.1722
H 0.8958 4.2076 1.5876
H 1.9788 2.7393 1.4494
H 0.5403 2.9283 0.5294
H 1.6272 5.1694 -0.3047
H 4.1553 5.2778 -0.1369
H 3.9532 4.2360 1.3135
H 4.4071 5.9364 2.9065
H 3.6067 7.5476 2.6060
H 4.8020 6.9472 1.4694
H 3.1227 2.6343 -0.7883
H 3.2025 3.9646 -1.7803
C -6.4550 -0.0435 -1.8652
C -6.7714 -0.7480 -0.5492
C -6.6054 -2.2738 -0.7379
O -6.7965 -2.8830 0.5085
C -6.2918 -4.1867 0.6215
N -5.8108 -0.3156 0.4864
H -6.3386 1.0402 -1.7817
H -7.2778 -0.1319 -2.5812
H -5.5168 -0.4190 -2.2760
H -7.8080 -0.5271 -0.2857
H -5.6152 -2.4815 -1.1524
H -7.3978 -2.5627 -1.4357
H -5.1906 -4.1541 0.6103
H -6.6579 -4.8370 -0.1806
H -6.5567 -4.6160 1.5871
H -5.6634 -1.0999 1.1184
H -6.2882 0.3880 1.0431
C 3.3590 -3.7294 -0.1640
C 3.7981 -4.6918 0.9184
C 4.5918 -5.8968 0.4261
O 3.8109 -6.7314 -0.3998
C 4.5691 -7.7426 -1.0591
N 4.5729 -3.9164 1.8974
H 4.1597 -3.0540 -0.4787
H 2.6117 -3.0293 0.2153
H 2.9376 -4.2894 -1.0010
H 2.9239 -5.0423 1.4742
H 4.9159 -6.4842 1.3026
H 5.5412 -5.6216 -0.0600
H 3.9117 -8.0555 -1.8699
H 4.7286 -8.6135 -0.4169
H 5.5092 -7.3167 -1.4122
H 5.4487 -3.6200 1.4736
H 4.8298 -4.4759 2.7055
C 4.3952 -0.0473 -2.9604
C 4.1038 1.4458 -2.8692
C 4.9622 2.1120 -1.7790
O 4.3584 1.7724 -0.5275
C 5.1360 2.1744 0.5852
N 4.3822 2.0949 -4.1559
H 3.8885 -0.4256 -3.8517
H 4.1133 -0.6008 -2.0684
H 5.4507 -0.1764 -3.2132
H 3.0726 1.6406 -2.5577
H 4.8651 3.2059 -1.8275
H 6.0087 1.8050 -1.8559
H 6.1706 1.8206 0.5577
H 4.6399 1.7360 1.4538
H 5.0798 3.2706 0.6535
H 4.8174 2.9986 -4.0225
H 3.5211 2.2614 -4.6618
C -2.2165 -3.3943 2.6977
C -1.6955 -4.7068 2.1292
C -1.3659 -4.5012 0.6575
O -1.0899 -5.6992 -0.0264
C -0.7622 -5.4557 -1.3669
N -0.5145 -5.1033 2.8990
H -3.0098 -2.9100 2.1209
H -1.4002 -2.6710 2.6309
H -2.6042 -3.5596 3.7001
H -2.3871 -5.5489 2.1972
H -0.5029 -3.8213 0.5460
H -2.1423 -3.8896 0.1644
H -0.4196 -6.3865 -1.8149
H -0.0168 -4.6678 -1.5161
H -1.6479 -5.1477 -1.9405
H 0.2154 -4.3937 2.9476
H -0.0133 -5.8240 2.3773
C -0.0108 0.7139 -3.5441
C -0.3673 2.1316 -3.9581
C -1.7050 2.6182 -3.3546
O -2.7467 1.6571 -3.4491
C -3.3299 1.5664 -4.7072
N 0.7227 3.0369 -3.5966
H 1.0119 0.5229 -3.8737
H -0.6533 -0.0282 -4.0170
H -0.0579 0.5947 -2.4617
H -0.5097 2.1841 -5.0418
H -2.0679 3.5461 -3.8146
H -1.5687 2.8445 -2.2919
H -3.5469 2.5035 -5.2403
H -4.3083 1.0813 -4.6778
H -2.7191 0.9795 -5.4064
H 0.9683 2.9620 -2.6051
H 0.3369 3.9848 -3.5827
C -2.4401 -0.9545 -1.0030
C -2.0910 -0.1861 0.2948
C -0.6780 0.3660 0.3258
O 0.2418 -0.6301 -0.0894
C 1.4296 -0.0704 -0.5738
N -3.0519 0.8916 0.4945
H -1.7745 -1.7994 -1.2016
H -2.4789 -0.2951 -1.8725
H -3.4256 -1.4178 -0.9133
H -2.1351 -0.9474 1.0820
H -0.4180 0.6731 1.3411
H -0.6299 1.1959 -0.3893
H 2.2916 -0.7063 -0.3582
H 1.6057 0.9312 -0.1695
H 1.4493 0.0197 -1.6707
H -2.9404 1.4217 -0.3748
H -4.0096 0.5223 0.3957
```

Computed properties:
E   -62906.8040 eV
M   713.10 g/mol
E_HOMO   -8.7 eV
Net charge   0

Entry 3:
# C32H88N8O8

A cluster of 8 separate species, C32H88N8O8 in total in a non-equilibrium geometry (ωB97M-V with the def2-TZVPD basis set, the OMol25 dataset).

The geometry in XYZ format:
```
136
Properties=species:S:1:pos:R:3
C 0.2815 4.4812 -4.8242
C 0.5695 5.3934 -3.6670
C 0.3166 4.6175 -2.3997
O -1.0715 4.4110 -2.3440
C -1.4294 3.9557 -1.0619
N 1.9307 5.9250 -3.6118
H 0.3691 5.1060 -5.7416
H -0.7563 4.0780 -4.9189
H 1.0196 3.6781 -5.0014
H -0.0978 6.2132 -3.7149
H 0.6374 5.0640 -1.4689
H 0.8809 3.6529 -2.4929
H -0.8440 2.9978 -0.8253
H -2.5331 3.7253 -1.1711
H -1.3769 4.6826 -0.2600
H 2.6420 5.1746 -3.6326
H 2.1654 6.5991 -4.3496
C -4.1704 -4.6768 2.6772
C -2.7353 -4.2956 3.1095
C -2.4357 -4.7098 4.5342
O -3.1939 -4.1446 5.5178
C -2.7250 -2.8087 5.7820
N -1.7585 -4.8503 2.1837
H -4.4002 -4.3625 1.7003
H -4.9643 -4.2536 3.3727
H -4.3697 -5.7576 2.6812
H -2.7268 -3.1814 3.1133
H -1.4114 -4.4290 4.7577
H -2.5402 -5.7901 4.7023
H -3.5603 -2.1446 5.5444
H -1.9913 -2.6095 4.9422
H -2.4810 -2.5772 6.8031
H -0.8900 -4.3815 2.2875
H -2.0059 -4.7384 1.1950
C 0.8531 4.4617 3.4890
C 1.9146 5.3848 2.8846
C 2.4071 4.7866 1.5608
O 2.9074 3.5040 1.8090
C 3.3304 2.9835 0.5396
N 1.4898 6.7757 2.7709
H 1.3064 3.4355 3.6604
H -0.0073 4.3450 2.7930
H 0.4440 4.9247 4.4176
H 2.6904 5.3516 3.6479
H 3.1882 5.4915 1.1751
H 1.6571 4.6629 0.7681
H 2.4631 3.0158 -0.2272
H 3.6378 1.9358 0.7273
H 4.0711 3.6377 0.1656
H 0.6994 6.9489 2.1020
H 2.2436 7.3130 2.4115
C -4.2221 -2.3775 -2.1041
C -3.5500 -3.2629 -1.0874
C -2.6961 -4.3082 -1.8291
O -3.3785 -5.0292 -2.7993
C -2.7500 -5.9678 -3.5465
N -2.7310 -2.5629 -0.1633
H -4.9292 -2.9404 -2.6671
H -3.4846 -1.7978 -2.6881
H -4.7676 -1.6295 -1.5679
H -4.2396 -3.8358 -0.5170
H -2.1688 -5.0819 -1.2202
H -1.8251 -3.8149 -2.3528
H -1.7245 -5.6715 -3.9020
H -3.4141 -6.1509 -4.3676
H -2.7072 -6.8449 -2.9480
H -2.1442 -1.9333 -0.6601
H -3.3098 -1.9816 0.4472
C 0.5764 -5.0321 -0.3006
C 2.0258 -4.5996 -0.4493
C 2.6942 -4.0543 0.8072
O 1.9657 -3.0315 1.4010
C 2.8698 -2.2200 2.1447
N 2.7414 -5.6264 -1.1439
H 0.0264 -4.2017 0.0622
H 0.3988 -5.8377 0.3485
H 0.1347 -5.3756 -1.2404
H 1.8785 -3.7929 -1.1735
H 3.7235 -3.7015 0.5616
H 2.7433 -4.9363 1.5062
H 3.4789 -1.5690 1.5485
H 3.4784 -2.8613 2.7824
H 2.2229 -1.7261 2.8630
H 3.7489 -5.5260 -1.2373
H 2.5338 -6.5749 -0.9282
C 1.1385 -0.9116 -1.9838
C 0.0221 -0.6379 -1.0229
C 0.3443 0.3371 0.1455
O -0.7716 0.5505 0.9874
C -0.5191 1.3450 2.0634
N -1.0757 -0.0868 -1.7328
H 1.2641 0.0341 -2.5009
H 0.9203 -1.7433 -2.6985
H 2.0792 -1.1185 -1.4256
H -0.3404 -1.5692 -0.6324
H 0.8275 1.2448 -0.2611
H 1.1258 -0.1231 0.8722
H -1.4253 1.5306 2.6007
H -0.1028 2.3403 1.8727
H 0.1421 0.8513 2.7688
H -1.8900 -0.0917 -1.1172
H -0.8609 0.8783 -1.9224
C 7.2867 3.6617 -5.1209
C 6.1075 2.9377 -4.4423
C 6.4006 1.4968 -4.0866
O 5.0872 1.0394 -3.5941
C 5.0727 -0.3233 -3.2953
N 5.6703 3.6697 -3.2565
H 7.9165 3.0048 -5.7248
H 7.8023 4.1472 -4.2578
H 6.9220 4.4877 -5.7580
H 5.2541 2.8966 -5.0470
H 7.3281 1.4256 -3.3231
H 6.6124 0.8711 -4.9567
H 4.0971 -0.5857 -2.8821
H 5.8394 -0.6922 -2.5714
H 5.2377 -0.9505 -4.1974
H 6.5046 4.1021 -2.8330
H 5.1399 3.1429 -2.5963
C -5.3956 1.4047 1.4654
C -4.5487 0.2153 1.9505
C -4.5574 0.1815 3.4919
O -3.3444 0.6939 3.9135
C -3.4727 1.3086 5.1569
N -4.9589 -1.0982 1.3568
H -5.1117 2.1793 2.1744
H -6.4956 1.2062 1.4376
H -5.0559 1.6140 0.4472
H -3.5093 0.3998 1.7366
H -4.6654 -0.8377 3.8755
H -5.4268 0.7112 3.8919
H -4.2406 2.0523 5.2271
H -2.4984 1.7876 5.3555
H -3.6710 0.5970 5.9603
H -5.7596 -0.9458 0.7331
H -5.2838 -1.7755 2.0638
```

Computed properties:
E   -62904.8854 eV
M   713.10 g/mol
E_HOMO   -8.5 eV
Net charge   0